No. 1
A 5-piece molecular cluster, C29H27F32IN2O10PS overall at a distorted geometry. Source: OMol25; level of theory: ωB97M-V with the def2-TZVPD basis set.

Geometry as XYZ:
```
103
Properties=species:S:1:pos:R:3:mulliken_charge:R:1
C 1.057 -0.570 -1.120 -1.015
C 0.873 0.891 -1.433 0.934
O 1.357 1.398 -2.387 -0.448
O 0.141 1.700 -0.514 -0.212
C -1.120 1.982 -0.926 0.094
O -1.459 1.984 -2.071 -0.607
C -2.209 2.355 0.121 -0.702
C -3.246 1.274 0.155 0.581
C -4.463 1.465 -0.496 -0.223
C -5.407 0.439 -0.472 -0.414
S -6.963 0.808 -1.366 1.186
C -8.313 0.800 -0.189 -0.915
O -6.807 2.175 -1.781 -0.604
O -7.183 -0.134 -2.424 -0.581
N -5.102 -0.694 0.174 0.668
P -6.236 -2.125 0.197 0.371
O -5.521 -3.314 0.670 -0.583
N -3.998 -0.923 0.839 -0.936
C -3.090 0.022 0.830 0.499
I -1.382 -0.339 1.996 0.263
H 1.820 -0.994 -1.765 0.384
H 1.339 -0.705 -0.075 0.156
H 0.132 -1.129 -1.282 0.270
H -2.647 3.251 -0.315 -0.078
H -1.805 2.556 1.114 0.734
H -4.670 2.390 -1.017 0.774
H -8.091 1.463 0.648 0.217
H -8.531 -0.196 0.192 0.397
H -9.184 1.162 -0.734 0.439
H -7.281 -1.792 1.079 0.108
H -6.636 -2.259 -1.143 0.194
C 3.699 -4.574 4.431 -0.730
C 3.079 -3.163 4.467 0.898
C 2.008 -2.832 3.426 0.101
F 2.485 -2.882 2.167 -0.213
F 1.566 -1.560 3.626 -0.275
F 4.056 -2.235 4.436 -0.265
F 2.458 -3.047 5.674 -0.327
O 4.968 -4.727 3.812 -0.392
C 5.085 -4.953 2.455 0.803
C 5.844 -3.824 1.754 0.193
F 5.214 -2.643 1.912 -0.227
F 5.898 -4.090 0.429 -0.192
F 3.886 -5.183 1.879 -0.259
F 5.811 -6.075 2.299 -0.319
H 3.892 -4.818 5.475 0.404
H 2.986 -5.323 4.083 0.331
H 1.155 -3.511 3.508 0.263
H 6.857 -3.737 2.151 0.237
C -6.481 5.447 2.813 -0.707
C -5.553 6.034 1.729 0.926
C -5.477 5.307 0.380 -0.018
F -4.988 4.043 0.502 -0.022
F -4.639 5.972 -0.440 -0.295
F -4.315 6.200 2.238 -0.245
F -6.037 7.269 1.442 -0.323
O -5.886 4.667 3.848 -0.390
C -5.658 3.322 3.697 0.728
C -4.164 3.007 3.770 0.162
F -3.488 3.657 2.799 -0.170
F -3.971 1.681 3.563 -0.267
F -6.219 2.834 2.565 -0.251
F -6.252 2.686 4.724 -0.312
H -6.875 6.312 3.344 0.406
H -7.349 4.951 2.379 0.313
H -6.461 5.261 -0.093 0.261
H -3.749 3.294 4.737 0.282
C 7.191 -6.732 -3.473 -0.735
C 7.904 -7.869 -2.716 0.907
C 7.490 -9.309 -3.031 0.054
F 6.200 -9.538 -2.720 -0.215
F 8.243 -10.155 -2.292 -0.264
F 7.828 -7.641 -1.387 -0.254
F 9.220 -7.782 -3.058 -0.331
O 6.144 -6.038 -2.803 -0.337
C 4.838 -6.477 -2.840 0.727
C 4.325 -6.836 -1.445 0.622
F 5.061 -7.818 -0.896 -0.224
F 3.045 -7.274 -1.530 -0.289
F 4.671 -7.483 -3.714 -0.294
F 4.087 -5.443 -3.285 -0.305
H 7.956 -5.969 -3.607 0.394
H 6.897 -7.033 -4.478 0.333
H 7.651 -9.536 -4.089 0.285
H 4.362 -5.965 -0.787 -0.101
C 1.907 4.942 -1.437 -0.969
C 0.415 5.309 -1.316 0.937
C -0.444 5.222 -2.579 0.134
F -0.040 6.085 -3.522 -0.245
F -1.727 5.539 -2.253 -0.240
F 0.290 6.517 -0.737 -0.300
F -0.134 4.398 -0.444 -0.215
O 2.847 6.002 -1.526 -0.445
C 3.193 6.565 -2.742 0.802
C 2.817 8.047 -2.806 0.190
F 1.489 8.210 -2.647 -0.215
F 3.159 8.539 -4.016 -0.252
F 2.687 5.868 -3.774 -0.281
F 4.535 6.489 -2.839 -0.300
H 2.152 4.465 -0.488 0.397
H 2.077 4.181 -2.199 0.515
H -0.433 4.206 -2.987 0.212
H 3.338 8.605 -2.026 0.241
```

Output
DFT total energy in eV: -169141.74948
Charge: +1



No. 2
C29H27F9FeN6O5S as an isolated structure. Source: OMol25; level of theory: ωB97M-V with the def2-TZVPD basis set.

Geometry as XYZ:
```
78
Properties=species:S:1:pos:R:3:lowdin_spin:R:1
Fe 0.272 1.186 -1.381 3.759
C -2.464 2.525 0.388 0.002
N -2.316 1.935 -0.915 0.024
C -3.219 0.885 -1.305 0.002
C -2.455 -0.385 -1.538 0.008
N -1.183 -0.413 -1.836 0.033
C -0.859 -1.774 -1.947 0.004
C 0.360 -2.381 -2.215 0.000
C 0.396 -3.760 -2.214 0.000
C -0.754 -4.524 -1.954 0.000
C -1.971 -3.932 -1.692 0.000
C -1.991 -2.542 -1.697 0.001
N -3.000 -1.618 -1.454 0.003
C -1.219 2.306 1.197 0.003
N -0.049 2.066 0.670 0.030
C 0.823 1.929 1.759 0.003
C 2.179 1.641 1.777 0.000
C 2.786 1.505 3.008 0.000
C 2.059 1.652 4.202 0.000
C 0.711 1.943 4.196 0.000
C 0.114 2.078 2.947 0.001
N -1.191 2.332 2.550 0.000
H -2.656 3.600 0.320 0.000
H -3.309 2.086 0.927 0.000
H -2.105 2.600 -1.660 0.000
H -3.970 0.704 -0.530 0.000
H -3.764 1.147 -2.217 0.000
H 1.236 -1.783 -2.390 0.000
H 1.335 -4.265 -2.397 0.000
H -0.682 -5.604 -1.945 0.000
H -2.853 -4.519 -1.473 0.000
H -3.944 -1.827 -1.180 0.000
H 2.713 1.515 0.853 0.000
H 3.840 1.263 3.055 0.000
H 2.565 1.524 5.150 0.000
H 0.148 2.039 5.116 0.000
H -1.989 2.440 3.151 0.000
N -0.061 -1.042 1.018 0.004
C -0.733 -1.726 2.037 0.001
C -2.122 -1.625 2.099 0.000
C -2.840 -2.291 3.081 0.000
C -2.184 -3.071 4.022 0.000
C -0.798 -3.180 3.955 0.000
C -0.074 -2.516 2.974 0.000
S -3.100 -3.844 5.350 0.000
O -2.449 -5.132 5.537 0.000
O -2.939 -2.930 6.472 0.000
O -4.464 -3.921 4.840 0.000
H 0.927 -0.873 1.114 0.000
H -0.586 -0.262 0.660 0.002
H -2.636 -1.011 1.360 0.000
H -3.920 -2.222 3.138 0.000
H -0.293 -3.797 4.688 0.000
H 1.008 -2.600 2.930 0.000
C -1.327 4.234 -4.018 0.011
O -1.158 3.257 -3.018 0.169
C 0.142 2.715 -2.755 0.641
C 1.268 3.233 -3.605 0.124
H -0.981 3.879 -4.993 0.002
H -0.798 5.161 -3.776 0.004
H -2.395 4.445 -4.079 0.000
H 1.059 4.170 -4.131 0.003
H 1.580 2.506 -4.368 0.033
H 2.151 3.405 -2.986 0.016
F 3.306 -2.183 -1.746 0.000
C 3.773 -1.154 -1.028 0.003
F 5.096 -1.321 -0.911 0.001
F 3.246 -1.254 0.195 0.000
C 3.382 0.217 -1.685 0.014
O 2.103 0.511 -1.444 0.087
C 3.653 0.120 -3.228 0.002
F 3.742 1.341 -3.762 0.001
F 4.783 -0.531 -3.528 0.001
F 2.656 -0.510 -3.850 0.000
C 4.371 1.303 -1.117 0.002
F 5.564 1.296 -1.719 0.001
F 3.854 2.521 -1.244 0.000
F 4.603 1.110 0.195 0.000
```

Output
DFT total energy in eV: -119372.46888
Spin multiplicity: 6
Charge: -1
<S²>: 8.763



No. 3
C29H27LuN12O6S3 as an isolated structure at a distorted geometry. Source: OMol25; level of theory: ωB97M-V with the def2-TZVPD basis set.

Geometry as XYZ:
```
78
Properties=species:S:1:pos:R:3:mulliken_charge:R:1
Lu 0.141 -0.161 -0.544 1.103
O -0.693 -2.168 0.096 -0.096
N -1.532 -2.758 -0.660 -1.090
N -1.586 -2.263 -1.830 1.472
O -0.828 -1.280 -2.226 -0.470
C -2.453 -2.876 -2.781 0.093
C -2.245 -2.593 -4.120 -0.110
C -3.073 -3.173 -5.070 -0.818
C -4.098 -4.024 -4.685 -0.430
C -4.293 -4.295 -3.336 -0.615
C -3.476 -3.724 -2.375 -0.398
H -1.429 -1.939 -4.386 0.369
H -2.912 -2.955 -6.119 0.364
H -4.747 -4.469 -5.429 0.371
H -5.097 -4.951 -3.025 0.365
H -3.623 -3.917 -1.323 0.461
S -1.255 -0.070 2.063 -0.482
C -1.531 1.610 2.366 0.297
C -2.649 2.003 3.113 -0.981
C -2.919 3.331 3.417 0.639
C -4.072 3.655 4.207 -0.065
N -4.996 3.898 4.851 -0.644
C -2.051 4.330 2.954 0.434
C -0.941 3.959 2.202 -0.838
C -0.651 2.629 1.895 0.446
S 0.786 2.258 0.982 -0.367
C -2.276 5.714 3.250 -0.013
N -2.447 6.831 3.474 -0.651
H -3.322 1.234 3.469 0.417
H -0.267 4.728 1.847 0.419
C 4.592 -5.492 3.021 -1.428
C 3.985 -4.920 1.767 1.026
C 4.736 -4.765 0.612 -0.655
C 4.168 -4.247 -0.549 -0.469
C 2.835 -3.881 -0.550 -0.054
C 2.061 -4.028 0.599 -0.618
C 2.639 -4.545 1.743 -0.769
S 2.079 -3.149 -1.988 1.000
O 3.006 -3.372 -3.080 -0.824
O 0.782 -3.759 -2.096 -0.636
N 1.917 -1.630 -1.560 0.183
C 2.920 -0.696 -1.703 0.233
C 4.091 -0.766 -2.490 -0.910
C 4.930 0.326 -2.499 -0.332
C 4.620 1.472 -1.768 -0.920
C 3.445 1.464 -1.046 -0.191
N 2.640 0.407 -0.995 0.382
H 5.680 -5.519 2.955 0.347
H 4.242 -6.512 3.197 0.296
H 4.319 -4.899 3.895 0.344
H 5.784 -5.048 0.615 0.298
H 4.748 -4.125 -1.454 0.465
H 1.021 -3.720 0.582 0.520
H 2.039 -4.652 2.641 0.395
H 4.293 -1.642 -3.082 0.525
H 5.832 0.294 -3.100 0.373
H 5.256 2.346 -1.775 0.415
H 3.115 2.327 -0.478 0.239
N -1.900 1.376 -4.445 -0.896
N -0.991 1.933 -3.557 1.127
N -1.178 3.115 -3.021 -0.979
C -0.187 3.162 -2.142 -0.144
N 0.586 2.070 -2.193 -0.157
N 0.039 1.286 -3.100 -0.167
H -2.707 1.133 -3.817 0.495
H -1.463 0.497 -4.708 0.410
H -0.031 3.968 -1.448 0.500
N 1.678 -0.865 1.433 -0.434
H 1.062 -1.263 2.133 0.249
H 1.873 0.087 1.733 0.218
H 2.532 -1.405 1.358 0.154
C -4.000 -0.026 -0.124 -1.087
C -3.158 0.538 -1.254 0.502
O -3.723 0.710 -2.357 -0.858
O -1.945 0.816 -1.006 -0.145
H -4.532 0.808 0.343 0.338
H -3.383 -0.493 0.641 0.148
H -4.741 -0.714 -0.529 0.311
```

Output
Relative energy (zero: lowest compared OMol25 entry of this formula, charge and spin) in kcal per mole: 2.5
DFT total energy in eV: -126808.41950
Charge: -2



No. 4
C29H27MnN9O3S2 as an isolated structure at a distorted geometry. Source: OMol25; level of theory: ωB97M-V with the def2-TZVPD basis set.

Geometry as XYZ:
```
71
Properties=species:S:1:pos:R:3:lowdin_spin:R:1
Mn 1.278 -0.539 0.733 4.597
N 4.112 2.746 1.619 0.005
C 3.080 1.917 1.307 0.010
S 3.007 0.384 2.138 0.065
N 2.230 2.316 0.399 -0.005
N 1.269 1.441 0.064 0.018
C 0.250 1.953 -0.590 0.037
C 0.285 3.344 -1.096 0.004
C 1.317 3.756 -1.938 0.003
C 1.342 5.047 -2.433 0.000
C 0.346 5.951 -2.084 0.002
C -0.669 5.557 -1.227 0.000
C -0.705 4.259 -0.740 0.003
C -0.911 1.108 -0.767 0.007
C -2.034 1.492 -1.518 0.007
C -3.126 0.658 -1.595 0.002
C -3.084 -0.572 -0.946 0.008
C -1.936 -0.894 -0.249 0.006
N -0.876 -0.099 -0.160 0.041
H 4.517 2.593 2.526 0.001
H 4.000 3.709 1.335 0.001
H 2.097 3.055 -2.204 0.000
H 2.146 5.356 -3.088 0.000
H 0.361 6.958 -2.481 0.000
H -1.431 6.265 -0.925 0.000
H -1.485 3.957 -0.053 0.000
H -2.023 2.445 -2.026 0.000
H -4.007 0.954 -2.148 0.000
H -3.922 -1.253 -0.971 0.001
H -1.863 -1.842 0.278 0.000
N -6.421 -1.650 1.243 0.000
C -5.152 -1.594 1.792 0.000
C -4.433 -2.764 2.058 0.000
C -3.188 -2.702 2.659 0.000
C -2.650 -1.469 2.993 0.001
C -3.345 -0.298 2.726 0.000
C -4.589 -0.358 2.128 0.000
S -1.038 -1.327 3.724 0.006
O -0.945 0.012 4.232 0.000
O -0.832 -2.413 4.641 0.005
N 0.022 -1.403 2.461 0.041
C 0.460 -2.584 2.009 0.015
N 1.582 -2.470 1.223 0.033
C 2.214 -3.579 0.869 0.013
C 1.741 -4.832 1.202 0.003
C 0.502 -4.860 1.836 0.009
N -0.142 -3.776 2.221 0.001
H -6.705 -2.495 0.781 0.000
H -6.805 -0.798 0.878 0.000
H -4.868 -3.722 1.796 0.000
H -2.618 -3.596 2.876 0.000
H -2.897 0.644 3.014 0.000
H -5.139 0.552 1.916 0.000
H 3.122 -3.450 0.290 0.001
H 2.272 -5.733 0.937 0.000
H -0.011 -5.799 2.024 0.000
O 0.905 -2.233 -1.771 0.012
C 1.276 -1.311 -2.769 0.001
C 2.629 -0.741 -2.431 0.004
C 3.441 -0.269 -3.454 0.001
C 4.704 0.204 -3.149 0.001
C 5.129 0.155 -1.833 0.001
C 4.252 -0.315 -0.872 0.004
N 3.008 -0.721 -1.145 0.033
H -0.024 -2.449 -1.884 0.000
H 0.556 -0.486 -2.858 0.000
H 1.330 -1.824 -3.734 0.000
H 3.086 -0.290 -4.477 0.000
H 5.349 0.583 -3.931 0.000
H 6.118 0.487 -1.553 0.000
H 4.536 -0.349 0.172 0.000
```

Output
Relative energy (zero: lowest compared OMol25 entry of this formula, charge and spin) in kcal per mole: 26.0
DFT total energy in eV: -103057.27671
Spin multiplicity: 6
Charge: 0
<S²>: 8.760



No. 5
C29H27N5O5SbW as an isolated structure. Source: OMol25; level of theory: ωB97M-V with the def2-TZVPD basis set.

Geometry as XYZ:
```
68
Properties=species:S:1:pos:R:3:nbo_charge:R:1
W -0.397 -0.653 0.151 1.824
O -4.405 -0.722 -1.195 -0.515
C -3.213 -0.633 -1.065 0.655
N -2.504 -0.345 0.093 -0.787
C -3.224 -0.229 1.283 0.664
O -4.333 0.208 1.420 -0.485
C -2.422 -0.724 2.454 0.118
C -2.984 -0.874 3.704 -0.183
C -2.200 -1.410 4.714 -0.115
C -0.885 -1.756 4.443 -0.224
C -0.382 -1.544 3.173 0.100
N -1.148 -1.048 2.198 -0.471
C -2.303 -0.927 -2.230 0.107
C -2.829 -1.259 -3.461 -0.145
C -1.953 -1.518 -4.504 -0.142
C -0.589 -1.436 -4.276 -0.216
C -0.130 -1.106 -3.013 0.057
N -0.982 -0.852 -2.012 -0.475
H -4.015 -0.584 3.851 0.266
H -2.611 -1.556 5.704 0.243
H -0.243 -2.179 5.203 0.247
H 0.645 -1.767 2.922 0.224
H -3.904 -1.306 -3.567 0.262
H -2.331 -1.784 -5.482 0.242
H 0.129 -1.637 -5.058 0.245
H 0.922 -1.044 -2.768 0.254
O 3.975 2.575 -0.049 -0.677
C 3.355 2.953 1.081 0.438
C 3.831 4.097 1.724 -0.290
C 3.238 4.538 2.886 -0.146
C 2.151 3.859 3.441 -0.254
C 1.664 2.741 2.805 -0.145
C 2.250 2.273 1.621 -0.283
C 1.684 1.110 0.943 0.560
O 0.554 0.584 1.425 -0.716
N 2.231 0.597 -0.113 -0.401
N 1.524 -0.538 -0.576 -0.423
C 1.582 -1.630 0.260 -0.214
C 1.469 -2.988 -0.326 -0.171
C 2.518 -3.825 -0.682 -0.156
C 2.242 -5.062 -1.246 -0.227
C 0.926 -5.458 -1.456 -0.174
C -0.135 -4.636 -1.100 -0.278
C 0.162 -3.412 -0.521 0.365
O -0.821 -2.539 -0.147 -0.736
H 3.589 1.730 -0.360 0.512
H 4.677 4.612 1.289 0.237
H 3.625 5.423 3.375 0.227
H 1.696 4.210 4.357 0.227
H 0.815 2.205 3.208 0.224
H 2.146 -1.510 1.185 0.218
H 3.543 -3.510 -0.529 0.224
H 3.053 -5.720 -1.527 0.227
H 0.723 -6.424 -1.900 0.226
H -1.165 -4.932 -1.246 0.234
C -0.604 3.675 0.132 -0.976
Sb -0.551 1.983 -1.134 1.328
C 0.916 2.515 -2.556 -0.976
C -2.327 2.302 -2.243 -0.990
H -0.916 4.522 -0.480 0.245
H 0.378 3.868 0.556 0.255
H -1.323 3.527 0.936 0.248
H 0.600 3.426 -3.064 0.246
H 1.039 1.720 -3.290 0.240
H 1.863 2.684 -2.049 0.256
H -2.331 3.350 -2.541 0.249
H -3.208 2.102 -1.636 0.255
H -2.353 1.685 -3.139 0.239
```

Output
Relative energy (zero: lowest compared OMol25 entry of this formula, charge and spin) in kcal per mole: 0.0
DFT total energy in eV: -56558.46034
Charge: +1



No. 6
An isolated ion of composition C29H28Br2N and charge +1 at a distorted geometry. Source: OMol25; level of theory: ωB97M-V with the def2-TZVPD basis set.

Geometry as XYZ:
```
60
Properties=species:S:1:pos:R:3:nbo_charge:R:1
Br -8.202 3.998 -0.870 0.099
C -6.552 3.071 -0.802 -0.069
C -6.533 1.669 -0.886 -0.237
C -5.313 0.996 -0.898 -0.183
C -4.082 1.706 -0.818 -0.023
C -2.823 0.987 -0.919 -0.129
C -1.642 1.479 -0.466 -0.252
C -0.372 0.731 -0.406 -0.163
C 0.787 1.584 -0.802 0.005
C 1.679 1.211 -1.832 -0.206
C 2.736 2.058 -2.195 -0.235
C 2.865 3.304 -1.576 -0.075
Br 4.332 4.430 -2.009 0.092
C 1.947 3.726 -0.613 -0.230
C 0.902 2.872 -0.257 -0.206
C -4.142 3.114 -0.677 -0.183
C -5.357 3.796 -0.709 -0.233
H -7.468 1.119 -0.959 0.239
H -5.289 -0.095 -0.952 0.215
H -2.879 -0.003 -1.387 0.200
H -1.678 2.559 -0.238 0.216
H -0.379 -0.213 -0.957 0.222
H 1.523 0.270 -2.380 0.221
H 3.439 1.754 -2.965 0.240
H 2.042 4.692 -0.142 0.240
H 0.170 3.199 0.490 0.216
H -3.226 3.699 -0.579 0.210
H -5.376 4.881 -0.682 0.239
C 4.594 -0.912 2.314 -0.415
C 3.792 -0.835 3.605 -0.414
C 2.303 -0.802 3.188 -0.210
N 2.272 -1.269 1.785 -0.408
C 1.149 -1.442 1.010 0.475
C 0.010 -0.503 0.966 -0.311
C -1.311 -1.282 1.008 -0.412
C -1.452 -2.175 -0.225 -0.453
C -0.138 -2.770 -0.642 0.064
C 1.054 -2.602 0.126 -0.110
C 2.104 -3.529 -0.104 -0.150
C 2.114 -4.333 -1.248 -0.228
C 1.010 -4.317 -2.120 -0.113
C -0.136 -3.597 -1.761 -0.225
C 3.589 -1.174 1.176 -0.216
H 5.106 0.034 2.114 0.228
H 5.362 -1.692 2.366 0.230
H 3.991 -1.694 4.252 0.224
H 4.028 0.061 4.184 0.235
H 1.677 -1.449 3.820 0.221
H 1.896 0.227 3.255 0.204
H 0.095 0.276 1.725 0.247
H -1.376 -1.958 1.885 0.224
H -2.109 -0.544 1.108 0.247
H -2.156 -3.006 0.001 0.252
H -1.922 -1.688 -1.095 0.226
H 2.888 -3.688 0.627 0.228
H 2.963 -4.977 -1.468 0.239
H 1.039 -4.849 -3.077 0.237
H -1.041 -3.655 -2.369 0.231
H 3.624 -0.358 0.426 0.211
H 3.868 -2.090 0.650 0.215
```

Output
Relative energy (zero: lowest compared OMol25 entry of this formula, charge and spin) in kcal per mole: 9.8
DFT total energy in eV: -172093.78570
Structure (SMILES): Brc1ccc(/C=C/[C@@H](c2ccc(Br)cc2)[C@H]2CCc3ccccc3C2=[N+]2CCCC2)cc1
Charge: +1



Among the records above, which one has the highest DFT total energy?
C29H27N5O5SbW



Among the records above, which one has the lowest charge?
C29H27LuN12O6S3